Computed, not measured: a single C4H5NO molecule in a non-equilibrium geometry, with wB97M-V/def2-TZVPD.

```
11
Properties=species:S:1:pos:R:3
C -0.55680 -1.61288 0.18970
C 0.82004 -1.32108 -0.03549
H 0.14143 2.48087 0.48675
H -1.08499 1.86427 -0.66084
H 0.64481 1.67693 -1.00729
H 1.56902 -2.00645 -0.39438
O -0.24656 0.45353 0.68642
C -0.11791 1.71068 -0.22314
C 1.06696 -0.04374 0.34118
N -1.30636 -0.63370 0.57788
H -1.01216 -2.58564 0.07502
```

highest occupied orbital energy	-8.81	eV
HOMO-LUMO gap	9.63	eV
energy above the lowest of the compared OMol25 structures with the same formula, charge and spin	567.6	kJ/mol
largest force on an atom	1.53	eV/A

Want to see where the charge sits? The Löwdin charges in e are: C -0.175; C -0.135; H 0.092; H 0.085; H 0.081; H 0.081; O -0.258; C 0.035; C -0.068; N 0.141; H 0.119

Computed, not measured: a gas-phase ion, C5H13N2 (charge +1) in a non-equilibrium geometry, with wB97M-V/def2-TZVPD.

```
20
Properties=species:S:1:pos:R:3
C 0.47451 0.71144 -1.08358
H -2.71897 -1.79275 -0.72288
H 3.03310 -0.21288 0.90144
H -0.72128 1.58060 0.62552
H 0.47199 -0.24508 -1.62998
H -2.19673 -0.35234 0.92122
H 1.37933 -0.39261 2.73936
C 2.01555 0.18222 0.83690
H -1.05127 -2.30394 -1.09953
H 0.62071 0.96407 2.01058
H -0.60498 -1.03114 0.97690
C -1.32102 -0.54998 0.29454
N 1.40010 0.30270 1.99033
H 2.63597 1.23021 -0.65821
N 1.74757 0.83163 -0.34889
H -1.54622 1.16186 -0.90781
H -1.69797 -0.90615 -1.86352
H 0.55469 1.44372 -1.86330
C -1.70566 -1.44260 -0.92821
C -0.76942 0.82101 -0.19086
```

SMILES string	CCCCNC=[NH2+]
net charge	+1
highest occupied orbital energy	-14.69	eV
HOMO-LUMO gap	10.04	eV
energy above the lowest of the compared OMol25 structures with the same formula, charge and spin	210.1	kJ/mol
largest force on an atom	3.85	eV/A

Want to see where the charge sits? The Löwdin charges in e are: C -0.150; H 0.079; H 0.157; H 0.115; H 0.126; H 0.108; H 0.160; C -0.093; H 0.078; H 0.129; H 0.081; C -0.243; N 0.210; H 0.163; N 0.055; H 0.125; H 0.065; H 0.122; C -0.088; C -0.199

Computed, not measured: a molecular structure, C38H49BrN4O4RuS3Si, with wB97M-V/def2-TZVPD.

```
101
Properties=species:S:1:pos:R:3
H 5.48600 1.53116 -0.72190
S 1.28133 -1.07770 3.14067
H -3.94957 2.53337 0.16638
H 2.11928 -6.41645 -1.70338
O 0.52544 5.66116 -3.68943
H -0.17330 3.48291 0.36742
C -6.06165 -2.14845 0.54030
C -5.05728 0.48625 -1.69682
H -5.04145 0.62123 -2.78237
C 4.15365 -0.59530 0.22543
H 1.12438 2.11621 -5.12245
C -4.15398 0.98714 1.72083
N 0.73716 4.60690 -4.25573
H 6.11325 -0.93705 2.04400
H 2.91157 2.92064 0.20531
C 0.99349 1.01272 -3.29575
C 0.52349 3.48145 -2.09652
H 5.55041 -2.16159 -1.48705
C -2.56449 0.70253 -1.66559
C -3.58449 -1.49574 -2.05744
C 2.85186 -3.31509 -2.88978
C 0.62937 -3.42909 1.12930
H 6.89844 0.62884 -1.28897
H -4.43669 -2.16448 -1.94650
H 0.12316 -3.17456 2.04754
C -3.74422 -0.18986 -1.26436
C -4.63653 -2.15356 1.12693
C 0.54490 2.32660 -1.30253
H -6.06477 -2.16212 -0.54959
C 2.31802 -2.52052 -1.89892
H -2.60683 1.69655 -1.22592
O 0.05223 1.58167 0.91195
O 0.86470 -0.05613 -1.23549
H -6.64986 -1.29172 0.87286
H -6.17370 0.37592 2.33622
H -2.67634 -2.03430 -1.77603
H -3.92426 1.74561 3.71333
H -3.89250 -3.50850 -0.44420
Si -3.77194 -0.52415 0.61516
O 0.85055 4.47369 -5.45756
C 5.59738 -0.53386 -0.03776
Ru 1.03318 -0.49822 0.78722
H -6.58199 -3.05006 0.87635
H 4.36644 4.86916 0.70129
C 4.11949 4.16567 1.48538
H 2.34315 -1.44563 -1.96541
H -5.89349 2.11090 2.32489
H 7.36678 -0.11145 1.10677
C 0.97457 2.15107 -4.05254
C 2.78857 -4.71345 -2.82800
H -5.93774 -0.11213 -1.45708
C -5.68088 1.18070 1.79034
H -1.62159 0.23637 -1.38459
C 5.82939 0.56277 -1.08676
H -6.14573 1.25942 0.80578
C -3.91821 -3.42171 0.63907
Br -1.53271 -1.02095 1.21469
C 1.70074 -3.13979 -0.80823
N 2.21435 1.06417 2.13160
H -5.22396 -3.21813 2.90164
C -3.52797 2.26096 1.13330
H 4.73558 3.63981 4.79142
C 3.30477 3.08482 1.20178
H -2.89473 -3.48340 1.01054
C 6.05390 -1.90388 -0.55519
H -5.36711 -1.47713 3.08631
C 4.33541 3.48454 3.79851
C 0.13316 2.46959 0.06566
N 3.02937 -0.60720 0.42283
H -2.52060 0.83035 3.17098
H 5.31553 0.33299 -2.02051
N 1.10456 -2.53199 0.31011
C 2.15326 0.39446 3.24257
C 3.52149 2.39465 3.51563
C 0.75251 3.39234 -3.44074
H 3.32479 -2.84551 -3.74254
H -2.56324 0.82149 -2.75413
H -3.77364 -2.24420 3.14330
C 0.80773 1.05343 -1.88724
H 5.85704 -2.68721 0.17686
H 5.94546 0.78660 1.66099
H -3.50392 -1.24803 -3.11998
C 2.18033 -5.33844 -1.76332
C 2.99723 2.19775 2.23134
H -5.18491 1.47257 -1.25081
H -3.98447 -0.01080 3.68425
H -3.72477 3.09144 1.81763
S 3.01356 1.10064 4.57280
H -4.46066 -4.29031 1.02383
S 0.83204 -5.04972 0.68201
H 3.21486 -5.30614 -3.62564
C 4.62680 4.36615 2.77221
H -2.44428 2.16725 1.03550
H 0.31454 4.44697 -1.65329
C -4.75013 -2.26376 2.65483
H 1.14974 0.04459 -3.75325
H 5.25833 5.22137 2.97006
C 6.29330 -0.17649 1.28433
C 1.64113 -4.53514 -0.76052
H 7.12757 -1.86661 -0.73905
C -3.61019 0.86021 3.15259
```

net charge	+1
spin multiplicity	2
highest occupied orbital energy (spin up / spin down)	-10.48 / -10.45	eV
HOMO-LUMO gap (spin up / spin down)	7.43 / 6.66	eV
energy above the lowest of the compared OMol25 structures with the same formula, charge and spin	117.3	kJ/mol
⟨S²⟩	0.76
largest force on an atom	0.74	eV/A

Results of the Löwdin charge analysis, in e, for atoms 1 through 99: H 0.085; S 0.598; H 0.069; H 0.117; O 0.079; H 0.149; C -0.078; C -0.075; H 0.095; C -0.043; H 0.126; C -0.623; N -0.359; H 0.098; H 0.103; C 0.016; C 0.056; H 0.082; C -0.103; C -0.092; C -0.061; C -0.534; H 0.100; H 0.066; H 0.019; C -0.616; C -0.628; C -0.138; H 0.066; C -0.029; H 0.066; O -0.144; O -0.222; H 0.074; H 0.069; H 0.080; H 0.093; H 0.061; Si 0.612; O 0.084; C -0.567; Ru 1.042; H 0.096; H 0.109; C -0.072; H 0.080; H 0.095; H 0.099; C 0.026; C -0.063; H 0.074; C -0.079; H 0.036; C -0.019; H 0.072; C -0.109; Br 0.630; C -0.269; N -0.117; H 0.093; C -0.091; H 0.115; C -0.023; H 0.040; C -0.023; H 0.066; C -0.077; C -0.194; N 0.125; H 0.054; H 0.093; N -0.137; C -1.084; C -0.459; C -0.145; H 0.112; H 0.100; H 0.076; C -0.344; H 0.097; H 0.088; H 0.093; C -0.072; C -0.307; H 0.068; H 0.061; H 0.096; S 1.072; H 0.092; S 1.148; H 0.114; C -0.076; H 0.054; H 0.134; C -0.098; H 0.119; H 0.109; C -0.017; C -0.449

Computed, not measured: a molecular structure, C31H30N5O5PPtS2, with wB97M-V/def2-TZVPD.

```
75
Properties=species:S:1:pos:R:3
H -1.24022 -3.00050 -2.54980
C -1.02855 -3.66435 0.76752
C -0.23818 4.06747 0.87872
H 3.37065 2.54155 -3.30090
C 3.35588 -3.51069 3.01212
H -3.33492 3.70283 -0.52816
C -2.45251 0.05575 -0.62723
P 1.09613 -2.93988 -0.90282
H -1.71608 -0.62016 -4.50744
H 3.46082 -5.58746 2.47368
H -1.02482 -0.59031 -2.87959
H 0.02069 0.49438 2.24439
O 4.90196 1.29117 -1.65426
C -2.89708 -3.52990 -1.29044
H 3.88433 -3.64902 3.94652
H 4.42846 0.31580 0.79958
C 3.74466 1.59777 -1.43895
H -0.30392 -3.71274 1.57039
C 2.93738 -2.23892 2.64412
H -2.67300 -4.24377 2.01481
C -1.28764 4.12197 -0.08456
O 3.70926 0.86521 3.26175
C 3.11849 -4.60208 2.18601
N -0.46007 0.96707 0.30682
H -1.53289 1.66682 -4.48855
H 4.80642 1.99578 1.10381
N 3.18879 1.68678 -0.19959
H 1.46907 3.44069 -2.45862
H -3.67323 -1.09800 0.69183
H -3.62714 -3.47329 -2.08740
H -2.07759 2.84871 3.48588
H 1.79370 4.61997 1.36186
H 1.27845 4.98955 -0.35956
C -1.84036 3.20365 2.49147
C 2.45240 -4.42859 0.98359
C 3.97762 1.29933 0.95299
C -0.71567 0.34596 1.46268
S 1.36371 -1.15570 -1.75057
N -5.16016 2.20559 2.04163
H -4.33547 -4.11255 0.19193
C -1.67908 -0.06366 -3.56972
H 0.20742 3.59546 2.94310
Pt 1.30785 2.24362 0.11903
C -3.29502 -3.88931 -0.00615
O 1.91544 1.63281 2.18716
C 3.15333 1.25877 2.24866
C 1.10359 4.42742 0.55025
C -2.36396 -3.96019 1.01702
H 0.76521 2.01620 -2.84040
C -1.30695 0.82503 -0.71484
N -3.01341 0.01798 -3.04639
H 2.27729 -5.27250 0.32661
H 2.68819 0.93819 -3.13572
C -0.62842 -3.31017 -0.51557
O -1.06069 1.20272 -3.78913
C -1.56720 -3.25020 -1.54671
C 2.26965 -2.06129 1.43973
S 1.76041 -3.97129 -2.47041
H 1.95589 -1.06788 1.13530
C -2.55113 3.68338 0.21824
H -2.04882 -0.87844 2.59767
N 1.49568 2.44497 -2.27964
C 2.02562 -3.15573 0.61462
C -2.83780 3.19351 1.50200
C -2.75047 -0.54403 0.59204
C -0.57461 3.63477 2.19593
C 2.81976 1.89041 -2.62196
O -4.60989 -0.31220 -1.50140
H -1.06425 1.37654 -1.61060
H -3.78026 -0.08118 -3.69503
H 3.14520 -1.37942 3.26933
C -1.86083 -0.41179 1.64098
H -1.06600 4.49792 -1.07683
C -4.13073 2.66096 1.80036
C -3.44041 -0.09728 -1.74323
```

spin multiplicity	5
highest occupied orbital energy (spin up / spin down)	-7.22 / -9.02	eV
HOMO-LUMO gap (spin up / spin down)	6.92 / 6.55	eV
energy above the lowest of the compared OMol25 structures with the same formula, charge and spin	9.4	kJ/mol
⟨S²⟩	6.06
largest force on an atom	0.08	eV/A

Want to see where the charge sits? The Löwdin charges in e are: H 0.094; C -0.076; C -0.387; H 0.123; C -0.060; H 0.124; C -0.099; P 0.058; H 0.136; H 0.106; H 0.044; H 0.107; O 0.070; C -0.072; H 0.109; H 0.130; C -0.552; H 0.108; C -0.042; H 0.110; C -0.060; O 0.022; C -0.073; N -0.056; H 0.099; H 0.136; N -0.142; H 0.082; H 0.127; H 0.113; H 0.127; H 0.070; H 0.058; C -0.033; C -0.098; C -0.127; C -0.106; S 0.402; N 0.163; H 0.112; C -0.257; H 0.119; Pt 1.290; C -0.076; O -0.175; C -0.660; C -0.118; C -0.076; H 0.044; C -0.108; N 0.108; H 0.101; H 0.085; C -0.365; O -0.071; C -0.109; C -0.082; S 0.338; H 0.073; C -0.041; H 0.121; N -0.031; C -0.402; C -0.232; C 0.012; C -0.048; C -0.178; O 0.083; H 0.093; H 0.146; H 0.096; C -0.016; H 0.114; C -0.193; C -0.435